{"formula": "C47H49F6IN12O3SSr", "method": "wB97M-V/def2-TZVPD", "symbols": ["I", "Sr", "S", "F", "F", "F", "F", "F", "F", "O", "O", "O", "N", "N", "N", "N", "N", "N", "N", "N", "N", "N", "N", "N", "C", "C", "C", "C", "C", "C", "C", "C", "C", "C", "C", "C", "C", "C", "C", "C", "C", "C", "C", "C", "C", "C", "C", "C", "C", "C", "C", "C", "C", "C", "C", "C", "C", "C", "C", "C", "C", "C", "C", "C", "C", "C", "C", "C", "C", "C", "C", "H", "H", "H", "H", "H", "H", "H", "H", "H", "H", "H", "H", "H", "H", "H", "H", "H", "H", "H", "H", "H", "H", "H", "H", "H", "H", "H", "H", "H", "H", "H", "H", "H", "H", "H", "H", "H", "H", "H", "H", "H", "H", "H", "H", "H", "H", "H", "H", "H"], "positions_angstrom": [[2.48261, -4.10635, 3.06145], [0.64542, 0.38069, 0.50116], [3.77295, 0.59635, -1.66629], [-5.25353, 5.48960, 4.37205], [-6.42871, -0.23144, -3.58464], [-4.02972, 4.70744, 5.98148], [-3.47331, 6.54769, 4.99480], [-6.88420, 1.86005, -3.32310], [-6.08881, 1.15569, -5.20893], [1.74131, -0.90039, 1.98247], [4.55786, -0.38580, -0.94415], [4.42569, 1.86467, -1.86977], [-0.48851, -2.97420, 0.54705], [-2.04724, 1.67875, -2.40786], [7.14579, -1.02371, 5.07505], [2.63756, -1.90797, 0.16320], [-1.60386, 3.21787, 1.92046], [1.83279, 2.11968, -2.74072], [3.58342, -2.07684, -7.03114], [-0.02648, -1.34242, -0.94613], [2.33389, 0.74679, -0.93770], [0.57304, 2.24469, -0.74943], [-0.59392, -3.49070, -1.74075], [-1.07891, -0.08147, 1.85491], [3.56202, -1.56673, -3.37502], [-0.81008, -4.87082, -1.36637], [-1.15589, -4.18787, 0.98287], [4.13712, 0.73456, 4.60844], [-5.98787, 1.01036, -3.87204], [-3.97826, 5.30468, 4.77780], [-3.16923, 4.54319, 3.78579], [3.16453, 1.47417, 4.00854], [-0.36093, -2.57070, -0.74021], [3.55619, -2.36496, 2.37392], [-0.41256, -0.30824, 4.67815], [3.70903, 0.56642, -4.45263], [2.60580, -1.61235, 1.48688], [1.20686, 3.18925, -3.18915], [-3.45896, 4.64107, 2.43053], [-2.44727, -1.75978, 4.84656], [-1.87245, -0.77654, 2.64313], [-3.57025, 1.56056, -4.24391], [-0.10689, -3.17046, -3.06559], [-3.87868, -2.21091, 2.98268], [-3.58438, -2.39619, 4.33356], [-1.79181, -4.90040, -0.20130], [-0.43410, -1.71310, -3.36631], [5.38747, 0.66555, 2.52991], [-2.31227, 1.75778, -3.70679], [3.57526, -1.44322, -5.78104], [0.19814, -0.84797, -2.28058], [0.26854, 3.88544, -2.44576], [-3.47226, -1.24129, 0.71484], [-2.09640, 3.75948, 4.19204], [-4.34203, 1.16360, -2.00939], [-4.60949, 1.25028, -3.37219], [5.30111, 0.32339, 3.90479], [3.62889, -0.18512, -3.29104], [2.31292, 2.68812, 2.03048], [6.31032, -0.41544, 4.54427], [-1.61825, -0.97838, 4.06929], [-3.04985, 1.39328, -1.57465], [-2.63558, 3.96436, 1.54647], [4.41746, 1.40221, 1.91953], [3.25401, 1.88006, 2.62550], [-0.05353, 3.30520, -1.23184], [1.55954, 1.71541, -1.47568], [-3.08021, -1.44419, 2.15411], [3.67807, -0.05472, -5.68862], [-1.35633, 3.10366, 3.22112], [3.53036, -2.19468, -4.60946], [-0.42572, -4.85164, 1.46122], [-5.13137, 0.91577, -1.31186], [-4.21724, -3.01046, 4.96617], [-0.21446, 0.15977, -2.35407], [-2.82353, 4.02616, 0.47753], [-1.85570, 3.65906, 5.24114], [-1.90676, -3.91997, 1.72955], [-4.76648, -2.68743, 2.56280], [3.73837, 0.52967, -6.60094], [-0.22372, 4.77421, -2.81238], [-4.06937, -2.08344, 0.34490], [3.25977, -1.49840, -7.78851], [1.53984, 3.17601, 2.61191], [0.12968, -5.36406, -1.07363], [-0.52748, -2.17511, 1.19699], [2.47132, 3.04950, 1.02041], [0.02655, -0.93525, 5.45951], [3.55669, -1.90876, -0.25792], [-1.52073, -1.58297, -3.34836], [1.26292, -0.75933, -2.47736], [-1.21340, -5.39839, -2.23477], [3.78794, -1.79869, 3.26797], [3.52974, -2.15724, -2.46844], [-0.59778, -3.83579, -3.78105], [2.03727, -1.25450, -0.34434], [-0.82559, 3.70094, -0.58091], [-2.04592, -5.92741, 0.06607], [4.51096, 1.63961, 0.86911], [-0.69330, 0.64922, 5.13895], [1.47169, 3.49146, -4.20205], [-0.06022, -1.42393, -4.35238], [-1.46587, 1.99279, -4.34538], [0.31578, -0.11486, 3.89229], [4.03414, 0.43184, 5.64539], [2.27571, 1.75924, 4.56056], [4.45004, -2.72637, 1.87688], [3.15837, -2.98918, -7.03557], [-3.74594, 1.64024, -5.30730], [-0.53985, 2.43454, 3.47049], [3.79118, 1.63894, -4.35888], [-4.30606, 5.21781, 2.08528], [-4.07362, -0.32556, 0.60616], [-2.70373, -4.37972, -0.50162], [6.25097, 0.33708, 1.96073], [0.97845, -3.33287, -3.14440], [-2.77296, 1.33093, -0.52280], [-2.57575, -1.10835, 0.10410], [-2.20989, -1.88508, 5.90322], [3.48201, -3.27674, -4.66944]], "forces_ev_per_angstrom": [[0.139, 0.074, -0.053], [-3.223, 0.374, 4.685], [1.038, -0.101, -0.359], [0.085, -0.031, 0.036], [0.101, 0.070, -0.017], [-0.010, 0.021, -0.097], [-0.041, -0.129, -0.049], [0.107, -0.001, -0.032], [0.018, 0.013, 0.032], [1.525, -1.333, 1.089], [-0.320, 0.026, 0.087], [-0.139, 0.072, -0.080], [-0.135, 0.208, 0.090], [-0.328, -0.055, -0.128], [-0.071, 0.050, -0.054], [-0.117, 0.195, -0.112], [-0.102, 0.212, -0.277], [-0.336, 0.120, -0.042], [0.120, 0.034, 0.030], [-0.104, -0.723, -1.132], [2.761, 0.299, -2.091], [-0.105, 2.155, -1.244], [-0.015, -0.014, 0.050], [-1.275, -0.480, 0.751], [-0.083, -0.012, 0.032], [-0.104, -0.031, 0.076], [-0.014, -0.135, 0.011], [0.082, -0.012, -0.058], [-0.612, -0.144, -0.104], [-0.154, 0.261, 0.290], [0.288, -0.284, -0.341], [0.013, -0.090, 0.021], [-0.226, -0.256, 0.241], [-0.022, -0.138, 0.109], [-0.282, -0.127, -0.068], [-0.072, 0.021, 0.070], [-0.159, -0.588, 0.778], [0.110, -0.092, -0.036], [-0.087, 0.034, 0.245], [0.081, 0.100, -0.131], [0.256, 0.408, -0.550], [-0.418, -0.115, -0.003], [-0.076, 0.109, -0.042], [0.116, 0.032, -0.065], [-0.204, -0.190, 0.147], [0.144, 0.050, -0.001], [0.029, -0.022, 0.133], [-0.030, 0.019, 0.136], [0.174, 0.025, 0.108], [0.025, 0.025, 0.073], [-0.467, -0.429, -0.713], [-0.097, -0.014, 0.105], [0.047, -0.036, 0.222], [-0.307, 0.215, 0.091], [-0.458, -0.034, -0.339], [0.790, 0.149, 0.275], [-0.236, 0.043, -0.127], [-0.029, 0.194, 0.268], [0.172, -0.060, -0.059], [0.307, -0.221, 0.169], [-0.080, -0.167, 0.228], [0.499, 0.001, 0.177], [0.025, 0.000, 0.040], [0.014, -0.199, -0.015], [-0.161, 0.418, 0.014], [0.082, 0.204, 0.081], [0.786, 1.456, -1.830], [-0.210, -0.190, 0.093], [0.004, -0.063, -0.064], [0.261, -0.334, -0.184], [-0.028, -0.017, -0.028], [-0.002, 0.008, -0.006], [0.081, -0.016, 0.083], [0.018, 0.014, -0.012], [-0.006, 0.021, -0.036], [-0.031, 0.012, 0.007], [0.039, -0.085, -0.017], [0.019, 0.026, 0.000], [0.002, 0.007, -0.006], [0.013, 0.040, 0.032], [-0.011, -0.010, 0.009], [-0.042, 0.043, -0.025], [-0.060, -0.026, -0.034], [-0.083, -0.144, 0.002], [-0.008, -0.024, -0.041], [-0.131, 0.091, -0.049], [0.010, -0.004, 0.010], [0.055, 0.057, 0.013], [0.170, -0.087, 0.211], [-0.006, -0.048, -0.055], [0.118, -0.060, -0.142], [0.022, 0.024, -0.015], [0.046, 0.116, -0.027], [0.027, -0.026, -0.040], [0.006, -0.043, 0.040], [0.420, -0.903, -0.281], [0.000, 0.027, -0.062], [0.000, -0.001, 0.015], [0.062, 0.070, -0.025], [0.121, 0.060, -0.015], [-0.056, 0.062, 0.037], [0.000, -0.023, 0.006], [-0.023, 0.003, -0.034], [0.096, 0.031, 0.060], [-0.038, 0.061, 0.016], [0.013, -0.035, 0.052], [0.002, 0.031, -0.021], [-0.060, -0.005, -0.033], [0.047, -0.008, -0.001], [-0.035, 0.001, 0.074], [-0.002, 0.032, -0.045], [0.026, 0.006, -0.047], [0.022, 0.015, -0.092], [-0.025, -0.025, -0.013], [-0.010, 0.003, -0.021], [0.013, -0.004, -0.030], [-0.096, -0.114, 0.031], [-0.009, 0.001, -0.045], [0.042, 0.001, -0.008], [-0.018, 0.005, 0.021]], "lowdin_charge": [0.783, 1.410, 0.626, 0.121, 0.140, 0.135, 0.121, 0.133, 0.121, -0.158, -0.329, -0.300, 0.116, 0.088, 0.063, 0.161, 0.105, 0.123, 0.079, -0.083, -0.261, -0.047, -0.049, -0.237, -0.072, -0.166, -0.177, -0.084, -0.580, -0.574, -0.130, -0.074, -0.388, -0.498, -0.086, -0.065, -0.666, -0.134, -0.007, -0.132, -0.446, 0.000, -0.156, -0.153, -0.191, -0.155, -0.140, -0.076, -0.124, -0.334, -0.247, -0.067, -0.101, 0.025, 0.022, -0.121, -0.319, -0.272, -0.060, -0.285, -0.244, -0.088, -0.142, -0.074, -0.353, -0.130, -0.554, -0.278, -0.036, -0.100, -0.042, 0.081, 0.123, 0.050, 0.078, 0.093, 0.121, 0.115, 0.082, 0.103, 0.092, 0.059, 0.076, 0.019, 0.128, 0.102, 0.027, 0.065, 0.069, 0.113, 0.076, 0.112, 0.037, 0.105, 0.114, 0.018, 0.090, 0.108, 0.076, 0.056, 0.108, 0.110, 0.109, 0.032, 0.103, 0.096, 0.053, 0.077, 0.111, 0.093, 0.103, 0.112, 0.053, 0.113, 0.108, 0.117, 0.105, 0.031, 0.085, 0.107], "max_force_ha_per_bohr": 0.111, "charge": -2, "homo_ev": 0.16, "e_lumo_ev": 3.4, "spin_multiplicity": 1}

=====

{"formula": "CH6NS2", "method": "wB97M-V/def2-TZVPD", "symbols": ["S", "S", "N", "C", "H", "H", "H", "H", "H", "H"], "positions_angstrom": [[-1.59564, -0.94564, -0.13220], [1.62090, -1.00758, -0.11636], [0.00888, 1.19395, -0.32003], [0.00494, -0.24444, 0.17233], [0.13557, 0.17250, 1.71007], [-1.53835, -1.80503, 0.92514], [-0.20534, 1.39000, -1.35147], [1.27549, -1.95756, -1.04064], [0.94197, 1.37438, -0.02672], [-0.64842, 1.82942, 0.17989]], "forces_ev_per_angstrom": [[0.182, -0.672, 0.325], [-0.803, -0.441, -0.334], [-1.558, 0.445, -1.206], [0.096, 1.075, 4.656], [-0.377, -1.344, -4.078], [-0.041, 0.309, -0.506], [0.936, -0.736, 1.337], [-0.059, 0.637, 0.285], [1.201, 1.510, -0.526], [0.423, -0.784, 0.046]], "nbo_charge": [0.088, 0.081, -0.737, -0.396, 0.232, 0.190, 0.454, 0.178, 0.455, 0.455], "max_force_ha_per_bohr": 0.093, "charge": 1, "homo_ev": -14.04, "e_lumo_ev": -4.5, "e_above_lowest_kj_mol": 207.6, "spin_multiplicity": 1}

=====

{"formula": "C10H31Fe2O19P2Pd", "method": "wB97M-V/def2-TZVPD", "symbols": ["Pd", "Fe", "Fe", "P", "P", "O", "O", "O", "O", "O", "O", "O", "O", "O", "O", "O", "O", "O", "O", "O", "O", "O", "O", "O", "C", "C", "C", "C", "C", "C", "C", "C", "C", "C", "H", "H", "H", "H", "H", "H", "H", "H", "H", "H", "H", "H", "H", "H", "H", "H", "H", "H", "H", "H", "H", "H", "H", "H", "H", "H", "H", "H", "H", "H", "H"], "positions_angstrom": [[1.50091, 3.24022, 0.39610], [-1.51418, 0.90436, -1.38786], [-1.56090, 2.70130, 1.37569], [0.38847, 0.86043, 0.51903], [-0.30689, 5.15732, 0.91824], [-2.74982, 1.87072, -0.06589], [-1.99783, 2.52740, -2.79263], [-0.29950, -0.22469, -0.23474], [3.71564, -0.63673, 0.89544], [-1.27551, -1.28545, 2.22397], [0.03348, 0.51470, -2.94723], [2.98916, 0.34909, -1.78998], [1.93703, 1.09757, 0.44913], [0.42276, 0.36868, 4.19810], [-2.70462, -0.75309, -2.07929], [-0.11146, 6.07370, 2.05864], [0.79816, 5.03244, -0.16140], [-4.28844, -3.17174, -0.42262], [-0.22440, 2.07716, -0.18737], [1.15081, -2.23925, -0.90394], [-1.63387, 4.51016, 0.64746], [0.05073, 3.95969, 1.75724], [2.87099, -3.41945, 1.41763], [-0.30614, 1.23544, 1.80850], [1.47003, -3.26766, 1.42169], [-0.15879, 1.46799, -4.00327], [-2.52680, -2.14476, -1.63217], [4.02934, -0.57317, -1.55034], [-0.59122, -0.50464, 4.55982], [-0.80207, 2.79788, -3.48719], [-3.15469, -2.36672, -0.26886], [-1.66997, -0.73952, 3.49657], [4.63561, -0.38622, -0.12017], [0.86519, -3.35324, -0.06207], [-1.48123, -2.44796, -1.68655], [-2.20348, 0.20728, 3.41272], [1.30729, -4.16415, -0.64092], [-2.37146, 3.32416, -2.40901], [-3.61920, 2.17532, 0.25955], [-0.01731, 3.16840, -2.82766], [-2.45648, -2.96631, 0.31516], [-2.44371, -1.46600, 3.74488], [4.83011, -0.58926, -2.28966], [5.38861, -1.17405, -0.09950], [0.95256, 0.31398, -2.75594], [-1.04425, -0.18619, 5.49868], [-3.02402, -2.73886, -2.39892], [0.85632, 1.55083, -4.39159], [-0.87907, 3.52142, -4.29876], [3.28581, -2.59918, 1.14074], [-0.87821, -0.52006, 1.80215], [3.61872, -1.58238, -1.58181], [-0.65377, 0.85611, -4.75739], [-3.33106, -1.49229, 0.35753], [-0.22207, -3.33144, 0.01205], [-4.76165, -3.32168, 0.39908], [1.08051, -4.03532, 2.09032], [0.67158, -1.51044, -0.50299], [3.12172, 0.11721, 0.87452], [5.07631, 0.59727, 0.04300], [-0.10323, -1.42762, 4.87297], [-3.53757, -0.74357, -2.55647], [0.12786, 0.65228, 3.32965], [2.53122, 0.48999, -0.95810], [1.19784, -2.35736, 1.95590]], "forces_ev_per_angstrom": [[0.586, 0.045, -0.186], [-0.671, 0.559, 0.402], [0.471, 0.919, -0.971], [0.847, 3.151, 0.308], [1.041, 1.165, 1.841], [-1.214, 0.044, 0.891], [-0.189, -0.558, -0.798], [0.319, -3.223, -0.174], [0.631, -0.983, 0.245], [0.133, 0.566, 1.077], [-1.538, 0.214, 0.726], [0.552, 0.061, -1.826], [-1.736, -1.055, 0.743], [-0.067, 0.109, 0.061], [0.315, -0.697, -0.069], [-0.883, 4.135, -0.811], [-0.411, 1.891, -1.569], [-1.577, -0.375, -0.868], [0.550, 2.262, -4.023], [0.945, -0.590, 0.261], [-4.919, 2.328, -3.300], [4.145, -7.123, 4.152], [0.180, -0.661, 0.048], [0.809, -2.993, 3.705], [0.062, 0.048, -1.277], [0.640, -0.905, -0.013], [-0.554, 0.743, -0.325], [-0.098, -0.345, 1.574], [0.099, -1.644, 0.807], [2.107, -1.019, -0.581], [1.237, -1.078, 0.939], [-0.624, -0.738, -0.062], [0.123, -0.810, -1.502], [0.510, 0.986, 0.971], [0.126, 0.702, 0.234], [-0.023, 0.293, -0.575], [-0.390, -0.596, 0.606], [0.160, 0.197, 0.494], [0.409, -0.621, -0.915], [-0.250, 0.337, 0.482], [0.441, 0.178, 0.133], [0.131, 0.027, 1.103], [-0.076, 0.782, -0.266], [0.421, 0.145, 0.402], [0.658, 0.121, 0.269], [-0.630, 0.403, 0.016], [-0.214, -0.301, 0.292], [-0.120, 1.200, -0.303], [-0.466, -0.121, -0.136], [-0.101, 0.598, -0.062], [0.011, -0.033, -0.454], [-0.154, -0.244, 0.170], [-0.824, 0.712, -0.215], [0.041, 0.467, -0.557], [-0.240, -0.953, 0.235], [0.278, 0.203, 0.140], [-0.201, -0.457, -0.423], [-0.277, 0.619, -0.214], [-0.818, 0.284, 0.479], [0.271, 0.124, -0.351], [-0.065, -0.628, -0.314], [0.025, 0.342, 0.009], [0.585, 1.051, -0.797], [-0.288, 0.262, 0.594], [-0.239, 0.474, -0.468]], "mulliken_spin": [1.389, 3.781, 3.737, 0.007, 0.000, 0.124, 0.022, 0.033, 0.000, 0.002, 0.031, 0.001, 0.000, 0.003, 0.022, 0.090, 0.175, 0.000, 0.005, 0.002, 0.080, 0.404, 0.000, 0.085, -0.002, -0.001, 0.003, 0.002, 0.001, 0.006, 0.002, 0.001, -0.001, 0.000, 0.000, -0.009, 0.000, 0.000, 0.004, 0.005, 0.000, 0.000, 0.000, 0.000, 0.002, 0.001, -0.001, 0.000, 0.001, 0.000, 0.015, 0.000, -0.001, -0.002, 0.000, 0.000, 0.000, 0.008, 0.002, 0.000, 0.000, -0.001, -0.006, -0.022, 0.002], "max_force_ha_per_bohr": 0.179, "charge": -1, "homo_ev": [-4.84, -4.82], "e_lumo_ev": [1.8, 1.8], "spin_multiplicity": 11}

=====

Question: Which formula does entry 2 have?
Answer: CH6NS2